Entry 1:
This record from OMol25 describes a structure of composition C28H27FeGeI2NO4S. The level of theory is wB97M-V/def2-TZVPD.

Element x y z (Å)
Fe -1.409 1.476 0.303
O -1.514 4.356 -3.001
C -1.305 3.555 -1.988
O -2.174 2.919 -1.408
C 0.109 3.466 -1.525
C 1.165 4.233 -1.980
C 2.401 4.075 -1.356
C 2.534 3.165 -0.318
C 1.422 2.412 0.035
N 0.246 2.564 -0.554
C 1.424 1.363 1.116
O 2.220 1.320 2.002
O 0.402 0.485 0.946
H -2.455 4.364 -3.238
H 1.022 4.943 -2.782
H 3.248 4.665 -1.677
H 3.466 3.022 0.210
I -2.220 0.509 3.129
C -1.913 2.512 3.735
I -1.742 3.756 2.024
H -0.978 2.567 4.281
H -2.756 2.853 4.325
C -4.757 1.652 0.028
S -3.490 0.510 -0.569
C -3.970 -1.001 0.284
H -4.826 1.599 1.113
H -5.709 1.384 -0.426
H -4.479 2.655 -0.284
H -4.920 -1.340 -0.122
H -4.067 -0.837 1.354
H -3.206 -1.752 0.091
C -2.373 -4.290 1.659
C -2.010 -4.219 0.323
C -1.063 -3.291 -0.089
C -0.458 -2.439 0.837
C -0.810 -2.543 2.185
C -1.772 -3.454 2.592
Ge 0.972 -1.301 0.248
C 2.718 -1.626 0.958
C 3.836 -0.940 0.475
C 5.096 -1.208 0.981
C 5.253 -2.168 1.971
C 4.155 -2.861 2.454
C 2.891 -2.591 1.951
C 0.883 -0.886 -1.637
C -0.304 -0.376 -2.170
C -0.417 -0.048 -3.510
C 0.672 -0.246 -4.351
C 1.849 -0.780 -3.850
C 1.956 -1.101 -2.502
H -3.111 -5.013 1.980
H -2.461 -4.888 -0.398
H -0.784 -3.247 -1.135
H -0.317 -1.925 2.926
H -2.032 -3.537 3.639
H 3.728 -0.189 -0.300
H 5.959 -0.679 0.601
H 6.238 -2.380 2.363
H 4.284 -3.616 3.217
H 2.043 -3.153 2.323
H -1.189 -0.286 -1.535
H -1.350 0.330 -3.904
H 0.592 -0.009 -5.403
H 2.685 -0.958 -4.512
H 2.878 -1.531 -2.135

Cartesian forces (eV/Å) of the 3 atoms listed first:
0.22 0.15 -0.17
0.10 -0.03 0.02
-0.01 -0.14 0.16

Calculated values
Net charge: +2
⟨S²⟩: 6.010
2S+1: 5
Frontier orbital gap (spin up / spin down) (eV): 7.72 / 7.61

Here are the Mulliken charges for atoms 1 to 5, given in e: 0.52 -0.42 -0.08 -0.51 0.31

Entry 2:
This record from OMol25 describes a structure of composition C28H27MnN3SSi. The level of theory is wB97M-V/def2-TZVPD.

Element x y z (Å)
C 0.472 1.729 0.898
C 0.588 1.850 -0.518
C -0.707 1.568 -1.101
H 1.485 2.176 -1.051
C -1.633 1.296 -0.020
C -0.893 1.370 1.216
H -1.349 1.305 2.201
H 1.250 1.992 1.611
H -0.991 1.659 -2.152
H -2.709 1.157 -0.091
Mn -0.117 -0.197 -0.037
C 0.377 -0.937 -1.946
H -0.568 -0.737 -2.477
H 0.661 -1.995 -1.967
H 1.198 -0.272 -2.235
Si -0.056 -1.221 -4.951
C 1.325 -1.551 -6.176
C 2.121 -0.385 -6.195
H 1.810 0.512 -5.652
C 3.394 -0.362 -6.759
H 4.006 0.534 -6.628
C 3.871 -1.500 -7.418
H 4.870 -1.470 -7.863
C 3.073 -2.654 -7.465
H 3.478 -3.545 -7.953
C 1.810 -2.691 -6.850
H 1.240 -3.620 -6.867
C -1.410 -0.370 -5.897
C -1.213 0.085 -7.213
H -0.368 -0.275 -7.803
C -2.030 1.095 -7.739
H -1.819 1.498 -8.733
C -3.072 1.627 -6.969
H -3.673 2.452 -7.360
C -3.314 1.126 -5.683
H -4.116 1.552 -5.076
C -2.496 0.125 -5.150
H -2.641 -0.202 -4.119
H 0.532 -0.154 -4.139
H -0.469 -2.161 -3.845
N 0.190 -3.008 3.005
C 0.682 -2.058 3.890
C 0.700 -2.104 5.273
C 0.887 -0.900 5.971
C 0.984 0.304 5.260
C 0.908 0.341 3.860
C 0.784 -0.861 3.152
N 0.377 -1.128 1.842
C -0.040 -2.421 1.800
C -0.973 -2.880 0.817
C -1.593 -4.113 0.663
S -2.715 -4.069 -0.652
C -2.294 -2.410 -0.959
N -1.393 -1.910 -0.099
H -0.050 -3.966 3.204
H 0.586 -3.056 5.779
H 0.944 -0.881 7.061
H 1.124 1.245 5.799
H 0.933 1.282 3.321
H -1.404 -4.978 1.286
H -2.687 -1.864 -1.811

Cartesian forces (eV/Å) of the 3 atoms listed first:
-0.88 1.26 -0.37
-0.45 0.22 0.79
-1.04 0.66 0.86

Calculated values
Net charge: +1
⟨S²⟩: 6.219
2S+1: 5
Frontier orbital gap (spin up / spin down) (eV): 7.11 / 7.39

Here are the Mulliken charges for atoms 1 to 5, given in e: -0.35 -0.61 -0.99 0.47 -0.37

Entry 3:
This record from OMol25 describes a structure of composition C28H27N4O11STl. The level of theory is wB97M-V/def2-TZVPD.

Element x y z (Å)
Tl -0.490 0.448 -0.307
O -0.646 -1.428 -4.575
C -0.617 -0.746 -3.543
O -0.098 -1.030 -2.434
C -1.439 0.561 -3.588
C -2.257 0.841 -4.675
C -2.957 2.034 -4.692
C -2.805 2.928 -3.645
C -1.964 2.583 -2.598
N -1.312 1.420 -2.577
C -1.750 3.536 -1.413
O -2.317 4.640 -1.478
O -1.059 3.084 -0.465
H -2.317 0.109 -5.468
H -3.618 2.269 -5.520
H -3.311 3.882 -3.604
C -0.959 -0.965 4.322
C -2.130 -1.245 3.445
N -2.238 -0.879 2.194
C -3.466 -1.331 1.768
C -4.109 -1.982 2.794
N -3.243 -1.912 3.848
C -5.438 -2.668 2.998
O -6.210 -2.687 2.002
O -5.631 -3.125 4.135
C -3.921 -1.062 0.377
O -5.120 -1.501 0.060
O -3.223 -0.462 -0.416
H -0.392 -0.137 3.897
H -0.307 -1.838 4.404
H -1.276 -0.686 5.329
H -3.485 -2.313 4.741
H -5.583 -1.987 0.845
C 2.356 -0.252 2.330
O 2.545 -0.640 0.949
H 3.302 0.111 2.733
H 2.006 -1.115 2.897
H 1.608 0.536 2.326
C -2.422 2.410 2.682
N -1.478 3.503 2.543
C -2.007 4.728 1.959
C -0.153 3.251 2.597
C 0.756 4.322 2.044
O 0.311 2.207 3.061
H -3.160 2.631 3.459
H -1.890 1.501 2.928
H -2.941 2.252 1.733
H -3.077 4.758 2.166
H -1.861 4.757 0.876
H -1.557 5.605 2.425
H 0.606 5.286 2.533
H 0.532 4.434 0.981
H 1.784 3.997 2.183
C 8.600 -9.308 0.057
C 7.819 -8.044 0.344
O 7.168 -7.887 1.341
S 7.963 -6.858 -0.973
C 6.832 -5.589 -0.483
C 7.116 -4.772 0.605
C 6.248 -3.753 0.947
C 5.086 -3.520 0.202
C 4.812 -4.351 -0.889
C 5.676 -5.378 -1.224
C 4.199 -2.452 0.531
C 3.405 -1.572 0.740
H 8.920 -9.743 1.001
H 9.459 -9.117 -0.586
H 7.940 -10.013 -0.450
H 8.016 -4.939 1.182
H 6.464 -3.114 1.793
H 3.914 -4.179 -1.466
H 5.451 -6.019 -2.067

Cartesian forces (eV/Å) of the 3 atoms listed first:
0.00 -0.09 -0.10
0.25 0.06 -0.29
-0.75 -0.38 0.39

Calculated values
Net charge: -2
Frontier orbital gap (eV): 6.03

Here are the Mulliken charges for atoms 1 to 5, given in e: 0.87 -0.79 0.18 -0.68 0.38

Entry 4:
This record from OMol25 describes an isolated molecule of C28H27N5O4. The level of theory is wB97M-V/def2-TZVPD.

Element x y z (Å)
C -3.571 -4.888 1.648
C -3.384 -3.466 1.256
C -3.940 -2.314 1.723
C -3.379 -1.260 0.960
C -2.514 -1.846 0.086
C -1.670 -1.276 -1.011
C -0.527 -2.222 -1.447
O -0.345 -2.483 -2.618
N 0.226 -2.667 -0.432
C 1.467 -3.373 -0.674
C 2.620 -2.424 -0.769
C 2.829 -1.353 -1.588
C 4.094 -0.826 -1.235
C 4.557 -1.612 -0.228
O 3.669 -2.578 0.067
N -1.109 0.033 -0.666
C -0.983 0.952 -1.786
C -2.307 1.627 -2.177
C -2.809 2.561 -1.112
C -3.920 2.236 -0.346
C -4.359 3.086 0.655
C -3.694 4.275 0.898
C -2.592 4.614 0.130
C -2.152 3.763 -0.868
C -0.574 0.219 0.552
O -0.447 -0.679 1.372
C -0.132 1.637 0.932
N 1.199 1.923 0.480
N 1.434 2.728 -0.567
N 2.680 2.877 -0.747
C 3.351 2.161 0.198
C 4.712 2.008 0.467
C 5.051 1.203 1.527
C 4.084 0.547 2.305
C 2.737 0.687 2.066
C 2.385 1.515 1.007
O -2.517 -3.185 0.258
H -4.338 -4.959 2.413
H -2.640 -5.300 2.036
H -3.866 -5.483 0.785
H -4.658 -2.219 2.511
H -3.574 -0.212 1.067
H -2.294 -1.125 -1.901
H 0.058 -2.279 0.492
H 1.348 -3.911 -1.620
H 1.646 -4.082 0.136
H 2.169 -0.999 -2.354
H 4.585 0.017 -1.676
H 5.465 -1.593 0.339
H -0.619 0.370 -2.639
H -0.237 1.716 -1.565
H -2.123 2.186 -3.096
H -3.064 0.870 -2.386
H -4.452 1.316 -0.542
H -5.225 2.820 1.244
H -4.037 4.939 1.677
H -2.074 5.545 0.308
H -1.290 4.031 -1.464
H -0.806 2.392 0.524
H -0.148 1.681 2.026
H 5.451 2.509 -0.136
H 6.093 1.061 1.774
H 4.413 -0.084 3.117
H 1.990 0.178 2.655

Cartesian forces (eV/Å) of the 3 atoms listed first:
0.26 0.16 -0.27
-0.64 0.17 0.66
0.20 -0.53 -0.18

Calculated values
Net charge: 0
Frontier orbital gap (eV): 8.73

Here are the Mulliken charges for atoms 1 to 5, given in e: -1.34 0.23 -1.00 -0.26 -0.50

Entry 5:
This record from OMol25 describes a structure of composition C28H28As2KN4. The level of theory is wB97M-V/def2-TZVPD.

Element x y z (Å)
K 0.772 0.728 0.633
C -3.010 0.561 -0.029
C -1.936 -0.506 0.052
As -2.542 -2.401 0.128
C -3.745 -2.391 -1.406
C -3.529 -1.562 -2.503
C -4.341 -1.647 -3.624
C -5.373 -2.571 -3.667
C -5.583 -3.418 -2.588
C -4.772 -3.332 -1.467
C -3.806 -2.155 1.605
C -3.335 -2.465 2.877
C -4.124 -2.255 4.000
C -5.402 -1.736 3.856
C -5.885 -1.430 2.590
C -5.093 -1.637 1.472
As -2.330 2.388 -0.368
C -1.398 2.700 1.328
C -0.235 3.469 1.288
C 0.539 3.657 2.427
C 0.154 3.069 3.625
C -1.004 2.301 3.679
C -1.776 2.119 2.538
C -4.010 3.308 0.009
C -5.085 3.086 -0.849
C -6.297 3.725 -0.638
C -6.440 4.606 0.425
C -5.371 4.845 1.274
C -4.160 4.197 1.067
H -3.627 0.562 0.868
H -3.680 0.358 -0.866
H -1.388 -0.419 0.998
H -1.218 -0.440 -0.775
H -2.722 -0.837 -2.494
H -4.166 -0.988 -4.466
H -6.006 -2.640 -4.543
H -6.382 -4.149 -2.619
H -4.943 -4.001 -0.632
H -2.343 -2.889 2.992
H -3.746 -2.509 4.982
H -6.024 -1.575 4.727
H -6.883 -1.027 2.474
H -5.480 -1.389 0.491
H 0.085 3.897 0.342
H 1.438 4.259 2.373
H 0.748 3.215 4.518
H -1.310 1.847 4.613
H -2.684 1.529 2.601
H -4.981 2.411 -1.691
H -7.127 3.540 -1.308
H -7.382 5.113 0.588
H -5.475 5.535 2.102
H -3.331 4.390 1.737
N 4.016 -2.613 -3.207
C 3.908 -1.474 -3.899
N 4.435 -1.409 -5.128
N 3.316 -0.379 -3.456
C 2.789 -0.334 -2.267
N 2.289 -0.228 -1.221
H 4.496 -3.408 -3.587
H 3.627 -2.683 -2.283
H 4.878 -2.192 -5.572
H 4.344 -0.546 -5.634

Cartesian forces (eV/Å) of the 3 atoms listed first:
0.31 0.09 0.21
-0.09 0.04 -0.05
0.01 -0.04 0.14

Calculated values
Net charge: +1
Frontier orbital gap (eV): 8.21

Here are the Mulliken charges for atoms 1 to 5, given in e: 0.90 -0.53 -1.67 0.15 0.36

Entry 6:
This record from OMol25 describes a cluster of 6 separate species, C28H28Cl4N4O8 in total. The level of theory is wB97M-V/def2-TZVPD.

Element x y z (Å)
O 4.115 -0.540 4.257
N 3.168 -0.377 5.001
O 2.041 -0.088 4.639
C 3.396 -0.590 6.437
C 4.673 -0.396 6.939
C 4.882 -0.540 8.294
C 3.837 -0.942 9.112
C 2.591 -1.224 8.576
C 2.358 -1.043 7.214
H 5.412 -0.077 6.217
H 5.864 -0.370 8.714
H 3.905 -0.967 10.193
H 1.755 -1.581 9.163
H 1.363 -1.161 6.809
O -1.810 -1.765 -2.073
N -1.140 -1.220 -2.934
O -0.644 -0.116 -2.825
C -0.911 -1.970 -4.175
C -0.412 -1.278 -5.260
C -0.288 -1.903 -6.488
C -0.611 -3.245 -6.587
C -0.994 -3.952 -5.456
C -1.240 -3.302 -4.253
H -0.113 -0.245 -5.164
H 0.087 -1.319 -7.316
H -0.506 -3.796 -7.513
H -1.115 -5.022 -5.556
H -1.631 -3.906 -3.448
O 5.526 -0.895 -5.580
N 5.190 -0.580 -4.449
O 5.374 -1.254 -3.457
C 4.457 0.678 -4.289
C 3.768 0.905 -3.110
C 2.920 1.993 -3.028
C 2.777 2.859 -4.105
C 3.448 2.604 -5.297
C 4.321 1.532 -5.364
H 3.770 0.206 -2.287
H 2.406 2.233 -2.107
H 2.051 3.660 -4.048
H 3.273 3.235 -6.157
H 4.799 1.297 -6.306
O -7.337 2.647 -3.359
N -6.885 2.852 -2.249
O -7.055 3.879 -1.628
C -6.051 1.815 -1.657
C -5.272 2.135 -0.555
C -4.546 1.112 0.030
C -4.527 -0.161 -0.522
C -5.361 -0.480 -1.595
C -6.185 0.516 -2.109
H -5.312 3.133 -0.143
H -3.986 1.309 0.935
H -4.066 -0.989 0.004
H -5.315 -1.429 -2.109
H -6.960 0.303 -2.833
Cl -1.162 0.409 0.955
C 0.597 0.478 1.345
C 1.317 -0.181 0.207
Cl 3.056 0.243 0.277
H 0.676 -0.099 2.263
H 0.867 1.506 1.554
H 0.988 0.247 -0.736
H 1.164 -1.255 0.216
Cl -3.277 0.415 6.786
C -2.298 0.268 5.293
C -2.599 1.372 4.328
Cl -4.203 1.133 3.560
H -2.573 -0.688 4.859
H -1.259 0.311 5.608
H -1.917 1.340 3.484
H -2.630 2.320 4.857

Cartesian forces (eV/Å) of the 3 atoms listed first:
-0.17 0.21 0.09
0.12 -0.28 -0.25
0.01 0.01 0.08

Calculated values
Net charge: 0
Frontier orbital gap (eV): 9.07

Here are the Mulliken charges for atoms 1 to 5, given in e: -0.56 0.89 -0.53 0.32 -0.41

Entry 7:
This record from OMol25 describes a structure of composition C28H28ClIO16S. The level of theory is wB97M-V/def2-TZVPD.

Element x y z (Å)
C 2.463 -2.256 -0.007
C 1.887 -3.414 -0.831
O 1.213 -2.956 -1.994
C 1.866 -3.229 -3.214
C 3.097 -2.357 -3.425
C 3.588 -2.304 -4.869
C 2.616 -1.818 -5.959
C 2.643 -0.324 -6.337
C 2.778 0.698 -5.240
Cl 1.369 0.543 -4.132
O 3.962 0.634 -4.483
C 4.048 1.827 -3.810
O 4.663 2.002 -2.827
O 3.355 2.779 -4.497
C 2.865 2.180 -5.705
S 4.109 2.421 -7.022
I 1.055 3.100 -6.295
H 3.550 -2.214 -0.063
H 2.092 -1.319 -0.422
H 2.159 -2.313 1.036
H 1.154 -3.955 -0.233
H 2.687 -4.104 -1.111
H 1.115 -3.068 -3.987
H 2.157 -4.287 -3.248
H 2.915 -1.368 -3.011
H 3.915 -2.777 -2.833
H 4.504 -1.717 -4.909
H 3.883 -3.321 -5.142
H 2.888 -2.349 -6.870
H 1.586 -2.102 -5.744
H 3.423 -0.151 -7.078
H 1.692 -0.063 -6.805
H 5.040 2.891 -6.187
C -3.446 -2.160 0.147
C -2.383 -2.977 0.099
C -1.725 -3.521 1.355
O -0.779 -4.275 1.204
C -2.244 -3.118 2.643
C -3.298 -2.292 2.683
C -3.973 -1.775 1.432
O -4.933 -1.042 1.603
O -3.846 -1.839 3.799
O -1.821 -3.365 -1.030
H -3.915 -1.762 -0.741
H -1.759 -3.492 3.533
H -4.593 -1.272 3.518
H -1.042 -3.909 -0.805
C -3.878 2.085 1.021
C -4.099 3.369 0.701
C -2.993 4.407 0.678
O -3.324 5.535 0.356
C -1.655 4.005 1.036
C -1.427 2.722 1.365
C -2.533 1.683 1.359
O -2.204 0.543 1.640
O -0.248 2.255 1.715
O -5.281 3.859 0.370
H -4.657 1.335 1.032
H -0.873 4.752 1.032
H -0.364 1.313 1.948
H -5.131 4.809 0.184
C 0.210 2.485 5.937
C 0.010 2.905 7.195
C -1.206 2.496 8.007
O -1.263 2.935 9.142
C -2.195 1.638 7.400
C -1.997 1.218 6.141
C -0.771 1.615 5.338
O -0.705 1.167 4.206
O -2.832 0.433 5.487
O 0.832 3.703 7.851
H 1.072 2.773 5.352
H -3.063 1.359 7.980
H -2.439 0.263 4.607
H 0.433 3.830 8.736

Cartesian forces (eV/Å) of the 3 atoms listed first:
0.03 0.08 -0.27
0.13 0.21 0.23
-0.21 -0.13 0.00

Calculated values
Net charge: 0
Frontier orbital gap (eV): 8.00

Here are the Mulliken charges for atoms 1 to 5, given in e: -1.29 -0.16 -0.38 -0.77 -0.01

| no. | molecular weight (g/mol) |
| --- | --- |
| 1 | 855.9 |
| 2 | 520.6 |
| 3 | 832.0 |
| 4 | 497.6 |
| 5 | 609.5 |
| 6 | 690.4 |
| 7 | 814.9 |